## A
A single C8H14O molecule. Source: OMol25; level of theory: wB97M-V/def2-TZVPD.

Results
Gap between HOMO and LUMO (spin up / spin down) in eV: 8.53 / 7.07
2S+1: 1

```
23
C8H14O (wB97M-V/def2-TZVPD)
C 0.4412 0.7525 0.2483
C 1.1517 2.0207 -0.1991
C 0.3595 0.6742 1.7706
C -1.4795 -1.1569 -0.1074
C 0.7048 -1.5227 -0.1394
C -0.9610 0.5906 -0.4195
C 1.1720 -2.7397 0.0150
C -1.0594 0.8046 -1.8044
O 1.2568 -0.3460 -0.2543
H -1.6859 1.1634 0.1559
H 1.2611 2.0307 -1.2818
H 2.1401 2.0765 0.2614
H 0.5699 2.8939 0.0972
H -0.2250 1.5123 2.1496
H -0.1046 -0.2510 2.1041
H 1.3611 0.7230 2.2010
H -1.4296 -1.7663 -1.0125
H -1.4161 -1.7545 0.8005
H -2.5125 -0.8127 -0.0321
H 0.5055 -3.5904 -0.0420
H 2.2253 -2.9288 0.2125
H -1.9302 1.2706 -2.2415
H -0.3451 0.3558 -2.4820
```

Atomic charges from the Mulliken analysis, expressed in e, are listed below: 1.481 -1.702 -1.613 -1.320 0.473 0.044 -0.912 -1.255 -0.446 0.500 0.427 0.410 0.351 0.393 0.340 0.415 0.338 0.388 0.482 0.256 0.288 0.320 0.340


## B
A single C8H14O molecule. Source: OMol25; level of theory: wB97M-V/def2-TZVPD.

Results
Gap between HOMO and LUMO (spin up / spin down) in eV: 7.99 / 7.99
2S+1: 1

```
23
C8H14O (wB97M-V/def2-TZVPD)
C -0.7043 -0.3252 -0.7733
C 0.6217 0.1846 1.7462
C -2.0094 -0.1857 0.0183
C -0.8275 -1.4167 -1.8263
C 0.7032 1.6838 1.4993
C 0.3866 -0.8819 0.5334
C 1.3720 -0.3689 -0.4700
C 2.1284 0.5158 -1.0348
O 0.1285 -2.0419 0.9231
H -0.5311 0.6384 -1.2608
H -0.2589 -0.0451 2.3470
H 1.5053 -0.1854 2.2671
H -1.9708 0.6296 0.7401
H -2.8282 0.0307 -0.6722
H -2.2276 -1.1171 0.5390
H -0.9777 -2.3811 -1.3439
H -1.6682 -1.2153 -2.4920
H 0.0606 -1.4763 -2.4578
H 1.8039 1.5025 -1.3466
H 3.1332 0.2164 -1.3170
H 0.5577 2.2118 2.4446
H 1.6758 1.9952 1.1194
H -0.0733 2.0319 0.8171
```

Atomic charges from the Mulliken analysis, expressed in e, are listed below: 0.261 -0.490 -1.477 -1.508 -1.176 1.477 -0.280 -0.965 -0.769 0.364 0.350 0.420 0.325 0.449 0.339 0.315 0.441 0.364 0.326 0.275 0.360 0.322 0.278


## C
A single C8H14O molecule. Source: OMol25; level of theory: wB97M-V/def2-TZVPD.

Results
SMILES: C=C/C(C)=C/C(C)(C)O
Gap between HOMO and LUMO in eV: 9.58
2S+1: 1

```
23
C8H14O (wB97M-V/def2-TZVPD)
C 1.3502 -0.7711 0.0698
C 2.1390 0.2199 0.9071
C 1.7470 -0.7730 -1.3906
C -0.4806 1.9391 -0.0175
C -0.9256 0.5367 0.1400
C -0.4539 -0.6548 0.1872
C -2.7052 0.3535 0.3749
C -3.4976 -0.4787 -0.2984
O 1.5752 -2.0765 0.5745
H 1.3997 -2.0653 1.5276
H -0.8390 -1.6600 0.2136
H -3.1650 1.1350 0.9827
H 2.1583 1.2177 0.4660
H 3.1865 -0.1006 1.0032
H 1.7405 0.2883 1.9251
H 2.7995 -1.0643 -1.5127
H 1.1576 -1.5003 -1.9568
H 1.6164 0.2131 -1.8430
H -0.1441 2.3527 0.9370
H 0.3280 2.0163 -0.7484
H -1.3049 2.5581 -0.3836
H -3.0974 -1.2832 -0.9109
H -4.5843 -0.4026 -0.2468
```

Atomic charges from the Mulliken analysis, expressed in e, are listed below: 1.153 -1.581 -1.415 -1.373 0.883 -0.649 -0.446 -0.668 -0.615 0.358 0.371 0.305 0.299 0.444 0.372 0.396 0.351 0.282 0.269 0.318 0.421 0.262 0.263


Stability check: which of them is least stable? A.


## A
A single C2HFN2O2 molecule. Source: OMol25; level of theory: wB97M-V/def2-TZVPD.

Results
SMILES: [O-][n+]1cc(F)no1
Gap between HOMO and LUMO in eV: 9.96
2S+1: 1

```
8
C2HFN2O2 (wB97M-V/def2-TZVPD)
C -0.7338 0.2985 -0.0048
C 0.5521 0.9984 0.0235
N 1.5236 0.1298 0.0307
N -0.3703 -1.0021 0.0062
O -0.9769 -2.0586 -0.0734
O 1.0140 -1.0607 -0.0744
F 0.7759 2.2740 -0.0956
H -1.7847 0.4207 0.1878
```

Atomic charges from the Mulliken analysis, expressed in e, are listed below: -0.193 0.337 -0.244 0.703 -0.662 -0.100 -0.236 0.394


## B
A 2-piece molecular cluster, C2HFN2O2 overall. Source: OMol25; level of theory: wB97M-V/def2-TZVPD.

Results
SMILES: [O-][N+]#CF.C#[N+][O-]
Gap between HOMO and LUMO in eV: 9.62
2S+1: 1

```
8
C2HFN2O2 (wB97M-V/def2-TZVPD)
C -0.0332 -0.6018 -1.5963
C -0.4165 1.0243 1.3903
N 0.6862 1.4417 1.1670
N -0.3174 -1.6349 -1.1354
O -0.5977 -2.7383 -0.8340
O 1.5612 2.1967 0.9480
F -1.0454 -0.0378 1.6525
H 0.1628 0.3502 -1.5923
```

Atomic charges from the Mulliken analysis, expressed in e, are listed below: -0.264 0.168 0.549 0.465 -0.579 -0.580 -0.137 0.378


Stability check: which of them is least stable? B.


## A
A single C5H5F2N molecule. Source: OMol25; level of theory: wB97M-V/def2-TZVPD.

Results
SMILES: N#C[C@@H]1CCC1(F)F
Gap between HOMO and LUMO in eV: 12.43
2S+1: 1

```
13
C5H5F2N (wB97M-V/def2-TZVPD)
C 0.0740 1.0701 0.1893
C -0.0876 -0.0010 1.2698
C 0.4893 -1.0105 0.2641
C 0.2355 -0.0032 -0.8916
C -0.9831 -0.2770 -1.6442
H -1.1414 -0.1659 1.4606
H 0.4531 0.1753 2.2033
H 0.0079 -1.9901 0.1936
H 1.5632 -1.1928 0.4021
H 1.0421 0.1721 -1.5929
N -1.9712 -0.5123 -2.2154
F -0.9245 1.9662 0.0306
F 1.2425 1.7692 0.3306
```

Atomic charges from the Mulliken analysis, expressed in e, are listed below: 0.923 -0.814 -0.646 -0.077 0.058 0.293 0.316 0.353 0.261 0.403 -0.445 -0.321 -0.304


## B
C5H5F2N as an isolated structure. Source: OMol25; level of theory: wB97M-V/def2-TZVPD.

Results
Gap between HOMO and LUMO in eV: 9.08
2S+1: 1

```
13
C5H5F2N (wB97M-V/def2-TZVPD)
C -0.2145 -1.1586 1.3591
C -0.9225 -0.2605 0.6055
C 1.0972 -1.2465 0.8272
C 1.3539 -0.5086 -0.3011
C -0.5575 1.5542 -1.0028
N -0.3496 0.2994 -0.4824
F 1.9467 -2.1845 1.2220
F 2.1866 -0.4477 -1.3364
H -0.5635 -1.9494 2.0729
H -1.8833 -0.0196 0.7620
H -0.3823 2.5083 -0.4028
H 0.0127 1.7246 -1.9931
H -1.7238 1.6890 -1.3301
```

Atomic charges from the Mulliken analysis, expressed in e, are listed below: -0.714 -0.231 0.672 0.015 -0.789 -0.110 -0.276 -0.229 0.324 0.494 0.286 0.266 0.291


Stability check: which of them is least stable? B.


## A
A 9-piece molecular cluster, C6H28O8 overall. Source: OMol25; level of theory: wB97M-V/def2-TZVPD.

Results
SMILES: C/C=C(\C)CC.O.O.O.O.O.O.O.O
Gap between HOMO and LUMO in eV: 8.93
2S+1: 1

```
42
C6H28O8 (wB97M-V/def2-TZVPD)
C -0.2195 -0.1870 -0.7580
C -1.6258 -0.1761 -0.0887
C -1.7291 1.0073 0.8084
C -1.9124 0.9466 2.1228
C -1.6520 2.1264 3.0641
C -1.7857 2.3225 0.0761
H 0.4969 0.6203 -0.8710
H 0.2436 -0.9520 -0.1228
H -0.0396 -0.6691 -1.7253
H -1.6408 -1.1023 0.4834
H -2.4207 -0.2690 -0.8353
H -2.0374 0.1063 2.7781
H -0.6618 2.5333 2.8689
H -1.9627 1.8875 4.0828
H -2.3243 2.9879 2.9340
H -2.3619 2.1962 -0.8424
H -2.2007 3.1531 0.6300
H -0.7724 2.6095 -0.2323
H 0.9701 -3.0907 1.3582
H 2.1812 -3.4432 0.8307
O 1.8844 -2.7881 1.4918
H 3.2673 -0.7351 0.8379
H 3.4368 -0.2291 -0.7037
O 3.3931 -0.0062 0.2269
H 0.4195 -1.1925 3.4959
H -0.2786 0.0862 4.2022
O -0.3791 -0.7998 3.8523
H 2.3592 -3.2555 -2.0742
H 1.2292 -4.2707 -1.4753
O 2.0334 -3.7703 -1.3355
H -1.2389 -2.0782 -2.8531
H -2.5503 -1.7813 -2.3495
O -2.1489 -2.0632 -3.1846
H 2.1680 1.4485 1.3158
H 0.7627 1.9034 1.4800
O 1.5627 2.1272 0.9898
H -1.2180 0.4608 -4.1253
H 0.2392 1.0073 -3.6544
O -0.3007 0.2713 -3.9247
H 2.4836 1.5272 -2.3269
H 1.7871 0.7538 -3.5210
O 2.5432 0.7769 -2.9260
```

Atomic charges from the Mulliken analysis, expressed in e, are listed below: -0.307 -0.494 0.556 -0.213 -1.609 -1.402 0.263 0.011 0.023 0.427 0.250 0.446 0.394 0.427 0.405 0.340 0.387 0.301 0.267 0.263 -0.546 0.297 0.275 -0.616 0.312 0.306 -0.638 0.294 0.307 -0.602 0.307 0.334 -0.622 0.273 0.194 -0.592 0.295 0.304 -0.573 0.346 0.209 -0.596


## B
A 8-piece molecular cluster, C6H28O8 overall. Source: OMol25; level of theory: wB97M-V/def2-TZVPD.

Results
SMILES: CC(C)O.CC(C)O.O.O.O.O.O.O
Gap between HOMO and LUMO in eV: 10.05
2S+1: 1

```
42
C6H28O8 (wB97M-V/def2-TZVPD)
O -2.3044 3.0429 1.7365
H -1.6486 3.7233 1.9044
H -1.8116 2.3328 1.2997
O -0.2049 0.4426 3.5498
H -0.3774 0.5514 2.6105
H 0.5562 1.0053 3.7160
O -0.1660 2.4963 -1.8161
H -0.8919 3.0210 -1.4635
H 0.3358 3.1115 -2.3588
O 1.7222 2.7106 2.2051
H 1.5173 2.0861 1.5026
H 2.6771 2.8070 2.1731
O -0.5725 1.1613 0.7707
H -0.3114 1.3196 -0.1419
H -1.0980 0.3442 0.7376
O 0.9344 0.3284 -3.2136
H 0.5774 1.0870 -2.7354
H 1.8854 0.3895 -3.0978
C -3.0670 0.0986 -1.3769
C -2.6849 -1.2219 -0.7900
C -1.4674 -1.8825 -1.3732
O -2.4424 -0.9132 0.5943
H -3.7476 0.5945 -0.6834
H -3.6072 0.0358 -2.3224
H -2.1634 0.7012 -1.4511
H -3.4445 -2.0047 -0.8604
H -1.7667 -2.5450 -2.1874
H -0.9821 -2.6378 -0.7495
H -0.6486 -1.2111 -1.6364
H -3.3290 -0.6872 0.8921
C 2.3448 -2.4600 -0.7362
C 2.2230 -1.3124 0.3177
C 2.2190 -1.6628 1.7967
O 3.2580 -0.3512 0.1035
H 3.3954 -2.6916 -0.9257
H 1.8832 -2.1910 -1.6847
H 2.0051 -3.3914 -0.2813
H 1.2753 -0.7989 0.1283
H 1.9247 -0.8745 2.4917
H 3.2150 -1.9507 2.1376
H 1.4759 -2.4175 2.0590
H 3.3122 -0.1857 -0.8413
```

Atomic charges from the Mulliken analysis, expressed in e, are listed below: -0.656 0.298 0.400 -0.686 0.253 0.318 -0.679 0.277 0.259 -0.628 0.263 0.308 -0.326 0.017 0.452 -0.597 0.337 0.302 -0.963 0.383 -0.978 -0.642 0.408 0.381 0.059 0.399 0.429 0.349 -0.116 0.310 -1.627 1.882 -1.438 -0.603 0.469 0.335 0.354 -0.616 0.273 0.379 0.362 0.301


Stability check: which of them is least stable? A.


## A
BrLi as an isolated structure. Source: OMol25; level of theory: wB97M-V/def2-TZVPD.

Results
Gap between HOMO and LUMO in eV: 8.05
2S+1: 1

```
2
BrLi (wB97M-V/def2-TZVPD)
Li 0.9608 -0.5136 -0.0467
Br -0.9608 0.5136 0.0467
```

Atomic charges from the Mulliken analysis, expressed in e, are listed below: 0.801 -0.801


## B
BrLi as an isolated structure. Source: OMol25; level of theory: wB97M-V/def2-TZVPD.

Results
Gap between HOMO and LUMO in eV: 5.69
2S+1: 1

```
2
BrLi (wB97M-V/def2-TZVPD)
Li 0.1955 -1.2935 1.0829
Br -0.1955 1.2935 -1.0829
```

Atomic charges from the Mulliken analysis, expressed in e, are listed below: 0.828 -0.828


Stability check: which of them is least stable? B.


## A
An isolated ion of composition C4H7ClN and charge +1. Source: OMol25; level of theory: wB97M-V/def2-TZVPD.

Results
SMILES: C=[NH+]C/C=C/Cl
Gap between HOMO and LUMO in eV: 7.99
2S+1: 1
Charge: +1

```
13
C4H7ClN (wB97M-V/def2-TZVPD)
C 1.6481 -0.6550 0.0855
C 2.4670 0.3021 -0.3532
C 0.1815 -0.8177 -0.0362
C -1.6343 0.6948 0.3935
N -0.4129 0.5159 0.0146
Cl 4.0955 0.3413 0.0873
H 2.1973 -1.5440 0.5042
H -0.1902 -1.3347 -0.9236
H -0.2463 -1.2668 0.9013
H -2.1016 1.7146 0.3715
H -2.2193 -0.1795 0.5093
H 2.0171 1.3021 -0.7859
H 0.2754 1.2195 -0.1784
```

Atomic charges from the Mulliken analysis, expressed in e, are listed below: -0.210 -0.365 -0.158 -0.097 0.080 -0.097 0.264 0.314 0.377 0.276 0.310 0.196 0.109


## B
An isolated ion of composition C4H7ClN and charge +1. Source: OMol25; level of theory: wB97M-V/def2-TZVPD.

Results
SMILES: CC=[N+]=C(C)Cl
Gap between HOMO and LUMO in eV: 9.01
2S+1: 1
Charge: +1

```
13
C4H7ClN (wB97M-V/def2-TZVPD)
C -0.4725 -1.3763 0.4885
C -0.5225 1.0654 -0.8869
C -0.0004 -1.3586 1.8261
C 0.7654 1.3777 -1.5464
N -0.7982 0.0355 -0.2466
Cl -1.7583 2.2442 -1.0194
H -0.8410 -2.1947 -0.1024
H 0.3046 -0.3759 2.1732
H 0.8241 -2.0783 1.9163
H -0.7719 -1.7677 2.4951
H 1.3601 1.9882 -0.8655
H 0.5909 1.9663 -2.4464
H 1.3196 0.4741 -1.7856
```

Atomic charges from the Mulliken analysis, expressed in e, are listed below: 0.156 0.640 -0.804 -0.941 -0.288 -0.067 0.379 0.298 0.336 0.317 0.300 0.360 0.315


Stability check: which of them is least stable? B.